# 1
Molecular formula: C55H45N7O6SY
Method: DFT, the ωB97M-V functional and the def2-TZVPD basis

Its HOMO energy (spin up / spin down) is -0.36 / -1.59 eV. The value obtained for the relative energy (zero: lowest compared OMol25 entry of this formula, charge and spin) is 67.7 kcal per mole. The spin multiplicity is 2. Its total charge is -2. The frontier orbital gap (spin up / spin down) is 4.404 / 5.421 eV.

Structure (XYZ):
```
115
Properties=species:S:1:pos:R:3:mulliken_spin:R:1
Y 0.13 -0.47 -0.33 -0.0051
C 6.21 -2.98 4.20 0.0022
C 4.98 -2.89 4.79 -0.0018
C 3.88 -2.68 3.98 0.0043
C 4.02 -2.24 2.65 -0.0019
C 5.29 -2.24 2.11 0.0086
C 6.35 -2.58 2.91 -0.0007
C 2.82 -1.86 1.83 0.0150
C 1.96 -0.88 2.41 0.0631
C 2.27 -0.05 3.64 -0.0455
C 1.13 0.69 3.90 0.0248
C 0.22 0.47 2.76 -0.0571
C -0.99 1.12 2.69 0.1184
C -1.39 2.15 3.71 0.0003
C -2.01 1.86 4.92 0.0107
C -2.16 2.87 5.89 0.0046
C -1.77 4.21 5.56 -0.0008
C -1.15 4.51 4.37 0.0043
C -0.93 3.47 3.49 0.0160
C -2.07 0.76 1.80 0.0264
N -1.99 -0.13 0.83 -0.0036
C -3.19 -0.18 0.19 0.0874
C -3.53 -0.99 -0.96 0.0561
C -4.91 -0.78 -1.44 -0.0017
C -5.27 0.32 -2.15 0.0140
C -6.57 0.38 -2.64 0.0074
C -7.54 -0.55 -2.31 0.0000
C -7.17 -1.67 -1.54 0.0023
C -5.86 -1.80 -1.15 -0.0004
C -2.69 -1.85 -1.59 -0.0126
C -3.05 -2.55 -2.83 -0.0207
C -1.90 -3.23 -3.13 -0.0056
C -0.85 -3.10 -2.12 -0.0048
N -1.38 -2.16 -1.27 0.1020
C 0.39 -3.57 -2.09 0.0364
C 1.46 -3.33 -1.17 0.0690
C 2.72 -4.03 -0.93 0.1258
C 3.35 -3.60 0.19 0.0123
C 2.58 -2.62 0.68 0.0876
N 1.40 -2.43 -0.11 -0.0372
C 0.81 -4.45 -3.20 0.0182
C 1.62 -3.91 -4.22 0.0042
C 2.12 -4.67 -5.25 0.0045
C 1.91 -6.01 -5.24 -0.0004
C 1.04 -6.56 -4.25 0.0012
C 0.49 -5.84 -3.21 0.0070
C -4.13 0.69 0.83 0.0407
C -3.40 1.26 1.94 0.1260
N 0.71 -0.48 1.95 0.1160
H 7.14 -3.11 4.75 0.0004
H 5.00 -3.19 5.79 0.0004
H 2.92 -2.78 4.45 0.0024
H 5.36 -1.92 1.05 -0.0033
H 7.31 -2.59 2.34 -0.0001
H 3.21 -0.05 4.14 -0.0050
H 0.96 1.35 4.81 0.0033
H -2.28 0.84 5.16 -0.0009
H -2.54 2.71 6.87 -0.0001
H -2.04 4.97 6.32 0.0002
H -0.79 5.54 4.20 0.0009
H -0.47 3.66 2.53 -0.0065
H -4.59 1.04 -2.41 -0.0146
H -6.78 1.28 -3.24 0.0005
H -8.54 -0.45 -2.69 0.0002
H -7.92 -2.35 -1.25 0.0005
H -5.55 -2.67 -0.56 -0.0007
H -4.01 -2.40 -3.26 -0.0018
H -1.74 -3.83 -3.98 -0.0006
H 3.06 -4.73 -1.67 0.0059
H 4.34 -3.84 0.55 -0.0041
H 1.71 -2.88 -4.19 -0.0017
H 2.70 -4.18 -6.01 0.0007
H 2.23 -6.73 -5.99 0.0002
H 0.84 -7.65 -4.38 0.0001
H -0.09 -6.27 -2.42 0.0016
H -5.16 0.87 0.52 0.0001
H -3.73 2.01 2.60 0.0054
O 3.00 2.28 -1.40 -0.0001
S 1.59 1.84 -1.49 0.0010
O 0.83 2.71 -2.42 -0.0001
O 1.55 0.38 -1.96 -0.0007
O 0.95 1.69 -0.10 -0.0072
C -0.84 0.21 -4.31 0.0045
N -1.50 1.41 -3.92 -0.0009
C -1.77 2.43 -4.93 -0.0001
C -2.52 3.61 -4.36 0.0001
C -1.90 3.97 -3.03 0.0001
N -1.96 2.87 -2.11 0.0090
C -1.78 3.13 -0.75 0.0072
C -1.60 1.61 -2.59 -0.0044
O -1.30 0.68 -1.83 -0.0025
H -1.00 0.04 -5.38 -0.0005
H -1.28 -0.66 -3.85 -0.0027
H 0.21 0.12 -4.03 -0.0006
H -2.33 2.02 -5.74 0.0000
H -0.76 2.78 -5.29 0.0000
H -3.61 3.43 -4.32 0.0001
H -2.41 4.44 -5.01 0.0000
H -2.44 4.81 -2.61 -0.0001
H -0.88 4.31 -3.06 -0.0001
H -1.84 4.18 -0.64 -0.0013
H -0.79 2.86 -0.37 0.0025
H -2.52 2.71 -0.11 -0.0056
O 6.16 4.69 4.88 -0.0002
N 5.32 4.12 4.14 -0.0001
C 4.07 4.00 4.56 -0.0006
C 3.05 3.46 3.82 0.0004
C 3.36 2.87 2.56 0.0040
C 4.69 2.94 2.12 -0.0011
C 5.63 3.57 2.92 0.0005
H 3.88 4.34 5.52 0.0000
H 2.04 3.45 4.23 -0.0007
H 2.58 2.49 1.90 -0.0004
H 4.97 2.57 1.16 -0.0001
H 6.66 3.59 2.71 0.0000
```

---

# 2
Molecular formula: C26H30N3
Method: DFT, the ωB97M-V functional and the def2-TZVPD basis

Its HOMO energy is -9.93 eV. The value obtained for the relative energy (zero: lowest compared OMol25 entry of this formula, charge and spin) is 5.9 kcal per mole. The spin multiplicity is 1. Its total charge is +1. The frontier orbital gap is 5.851 eV.

Structure (XYZ):
```
59
Properties=species:S:1:pos:R:3:nbo_charge:R:1
C -1.21 3.20 0.80 -0.2124
C -1.82 2.13 1.48 -0.1913
C -2.12 0.95 0.79 -0.2143
C -1.82 0.84 -0.57 -0.0349
C -2.18 -0.41 -1.32 -0.2324
N -3.57 -0.40 -1.79 -0.8528
C -1.16 1.88 -1.23 -0.2172
C -0.85 3.06 -0.54 -0.2001
H -1.00 4.13 1.33 0.2227
H -2.06 2.22 2.54 0.2167
H -2.61 0.12 1.30 0.2074
H -1.50 -0.52 -2.17 0.1786
H -2.07 -1.27 -0.65 0.1995
H -3.72 0.39 -2.42 0.3619
H -3.78 -1.28 -2.26 0.3573
H -0.90 1.75 -2.29 0.2118
H -0.33 3.87 -1.07 0.2213
C -9.75 -2.54 -8.55 -0.4078
N -8.58 -1.87 -8.04 -0.3496
C -7.57 -1.34 -8.94 -0.1998
C -6.47 -0.80 -7.99 -0.4539
C -6.96 -1.13 -6.62 -0.0011
C -8.25 -1.72 -6.73 0.2629
C -9.00 -2.05 -5.59 -0.3018
C -8.45 -1.81 -4.34 -0.0880
C -7.08 -1.40 -4.19 -0.2089
C -6.39 -1.34 -2.96 0.0969
C -6.83 -1.85 -1.72 -0.2056
C -6.20 -1.37 -0.52 -0.1422
C -6.72 -1.68 0.72 -0.0090
C -7.86 -2.52 0.81 0.2660
N -8.23 -2.66 2.11 -0.3481
C -9.35 -3.42 2.60 -0.4078
C -7.32 -1.99 3.02 -0.2008
C -6.31 -1.28 2.09 -0.4520
C -8.44 -3.10 -0.33 -0.2917
C -7.89 -2.82 -1.57 -0.1032
C -6.39 -0.97 -5.38 -0.1307
H -10.32 -2.99 -7.74 0.2169
H -10.39 -1.84 -9.10 0.2132
H -9.45 -3.33 -9.26 0.2148
H -7.21 -2.13 -9.61 0.2050
H -8.00 -0.55 -9.56 0.2067
H -5.51 -1.27 -8.22 0.2366
H -6.36 0.28 -8.14 0.2366
H -10.00 -2.46 -5.71 0.2306
H -9.09 -1.93 -3.47 0.2285
H -5.47 -0.78 -2.98 0.2007
H -5.31 -0.74 -0.61 0.2665
H -10.00 -3.71 1.77 0.2162
H -9.02 -4.32 3.13 0.2111
H -9.93 -2.81 3.31 0.2167
H -7.87 -1.30 3.67 0.2070
H -6.83 -2.73 3.68 0.2032
H -5.29 -1.60 2.33 0.2346
H -6.36 -0.19 2.25 0.2371
H -9.30 -3.76 -0.22 0.2281
H -8.27 -3.35 -2.44 0.2273
H -5.40 -0.53 -5.29 0.2173
```

---

# 3
Molecular formula: C2H3FO2S
Method: DFT, the ωB97M-V functional and the def2-TZVPD basis

Its HOMO energy is -11.22 eV. The value obtained for the relative energy (zero: lowest compared OMol25 entry of this formula, charge and spin) is 63.8 kcal per mole. The spin multiplicity is 1. Its total charge is 0. The structure (SMILES) is C=CS(=O)(=O)F. The frontier orbital gap is 11.039 eV.

Structure (XYZ):
```
9
Properties=species:S:1:pos:R:3:nbo_charge:R:1
C 1.40 0.38 -0.09 -0.2779
C 0.51 -0.63 -0.14 -0.4911
S -1.10 0.01 -0.13 2.2218
O -1.14 1.68 0.09 -0.8462
O -1.87 -0.54 -1.18 -0.8596
F -1.58 -0.73 1.23 -0.4784
H 2.46 0.19 0.20 0.2284
H 0.85 1.28 0.06 0.2600
H 0.48 -1.64 -0.04 0.2428
```

---

# 4
Molecular formula: C7H5IN4
Method: DFT, the ωB97M-V functional and the def2-TZVPD basis

Its HOMO energy is -9.67 eV. The value obtained for the relative energy (zero: lowest compared OMol25 entry of this formula, charge and spin) is 0.0 kcal per mole. The spin multiplicity is 1. Its total charge is 0. The structure (SMILES) is IC1(c2ccccc2)N=NN=N1. The frontier orbital gap is 7.968 eV.

Structure (XYZ):
```
17
Properties=species:S:1:pos:R:3:nbo_charge:R:1
I -2.01 3.03 -2.62 0.2084
C -0.22 1.86 -2.24 0.0542
C -0.14 1.00 -1.06 -0.1320
C 0.33 1.39 0.16 -0.2027
C 0.59 0.44 1.12 -0.1935
C 0.20 -0.89 0.94 -0.1915
C -0.36 -1.26 -0.32 -0.1848
C -0.51 -0.32 -1.34 -0.1788
N 0.97 2.99 -2.43 -0.0931
N 1.43 2.74 -3.53 -0.0491
N 0.90 1.62 -4.15 0.0033
N 0.05 1.10 -3.38 -0.1668
H 0.97 2.30 0.27 0.2389
H 0.89 0.56 2.14 0.2186
H -0.04 -1.52 1.76 0.2141
H -0.75 -2.23 -0.31 0.2130
H -0.94 -0.46 -2.30 0.2418
```

---

# 5
Molecular formula: C26H60Ca3F6N5O13S2
Method: DFT, the ωB97M-V functional and the def2-TZVPD basis

Its HOMO energy (spin up / spin down) is -10.34 / -12.40 eV. The spin multiplicity is 2. Its total charge is +2. The frontier orbital gap (spin up / spin down) is 4.208 / 5.925 eV.

Structure (XYZ):
```
115
Properties=species:S:1:pos:R:3:mulliken_spin:R:1
Ca -2.39 -1.03 -2.72 0.3050
Ca -1.65 2.60 -1.72 1.3404
Ca -3.14 3.32 1.54 0.4087
O -1.14 2.41 0.70 -0.4196
C -0.58 1.15 0.95 -0.0781
C -0.06 0.24 -0.28 -0.1882
O -0.71 0.29 -1.54 -0.4877
H -1.24 0.51 1.54 -0.0393
H 0.27 1.24 1.63 0.0345
H 0.23 -0.76 0.02 0.0165
H 0.94 0.62 -0.49 -0.0284
C -6.17 2.21 4.26 -0.0036
F -6.86 1.35 4.93 0.0001
F -6.95 2.94 3.54 -0.0002
F -5.59 3.07 5.11 0.0000
S -4.85 1.29 3.15 0.0170
O -4.88 -0.13 3.41 -0.0016
O -5.26 1.61 1.78 -0.0097
N -3.41 2.22 3.49 -0.0060
S -2.75 1.33 4.63 0.0064
O -3.49 1.17 5.86 -0.0007
O -2.11 0.15 4.09 0.0035
C -1.21 2.49 5.17 -0.0039
F -0.67 2.96 4.11 -0.0061
F -1.67 3.46 5.94 -0.0002
F -0.29 1.76 5.80 0.0000
C -0.30 -0.34 -5.18 0.0199
O -0.83 -1.45 -4.38 0.0232
C 0.17 -2.44 -4.05 -0.0011
C -0.65 -3.66 -3.49 0.0017
N -1.67 -3.35 -2.47 -0.0126
C -0.96 -3.20 -1.20 0.0144
C -2.02 -2.87 -0.15 0.0089
O -2.88 -1.83 -0.63 0.0489
C -3.68 -1.27 0.36 0.0228
H 0.55 0.21 -4.78 -0.0038
H -1.05 0.37 -5.53 -0.0031
H -0.01 -0.84 -6.11 0.0023
H 1.01 -2.10 -3.45 0.0006
H 0.64 -2.64 -5.01 -0.0017
H 0.04 -4.40 -3.10 0.0005
H -1.07 -4.05 -4.41 0.0009
H -2.19 -4.21 -2.43 0.0004
H -0.26 -2.36 -1.20 -0.0100
H -0.49 -4.12 -0.86 -0.0014
H -1.60 -2.48 0.77 0.0012
H -2.57 -3.72 0.24 -0.0002
H -4.28 -1.91 1.00 -0.0098
H -4.38 -0.59 -0.11 0.0299
H -3.12 -0.65 1.07 -0.0042
C -0.30 -5.90 1.66 -0.0001
O 0.06 -4.64 2.18 0.0001
C 0.18 -4.59 3.64 0.0001
C 0.26 -3.11 4.13 -0.0002
N 1.50 -2.48 3.57 0.0001
C 1.52 -1.06 3.73 -0.0002
C 2.55 -0.35 2.79 0.0040
O 3.83 -0.66 3.16 0.0001
C 4.29 -0.19 4.42 0.0000
H -1.33 -6.12 1.95 0.0000
H 0.32 -6.71 2.03 0.0000
H -0.33 -5.97 0.57 0.0000
H 1.12 -5.08 3.92 0.0000
H -0.69 -5.03 4.11 0.0000
H 0.26 -3.07 5.22 0.0000
H -0.69 -2.64 3.83 0.0001
H 1.37 -2.72 2.60 0.0000
H 1.74 -0.82 4.77 -0.0001
H 0.52 -0.66 3.57 0.0007
H 2.36 0.72 2.78 0.0017
H 2.40 -0.65 1.75 0.0004
H 3.71 -0.66 5.21 0.0000
H 4.16 0.88 4.60 0.0000
H 5.33 -0.47 4.57 0.0000
C 3.43 2.64 0.04 0.0039
O 2.82 2.96 -1.20 0.0021
C 1.80 3.88 -1.07 -0.0666
C 1.18 4.28 -2.39 0.0200
N 0.43 3.18 -2.94 0.0931
C -0.06 3.49 -4.33 0.0039
C -1.05 4.65 -4.26 -0.0176
O -2.02 4.42 -3.24 -0.0811
C -3.05 5.41 -3.20 -0.0307
H 3.99 1.73 -0.19 0.0001
H 2.66 2.35 0.75 -0.0008
H 4.16 3.40 0.31 0.0000
H 2.27 4.79 -0.68 -0.0060
H 0.98 3.60 -0.40 0.0446
H 2.02 4.59 -3.01 0.0001
H 0.58 5.17 -2.20 0.0108
H 1.18 2.52 -3.10 -0.0045
H -0.71 2.67 -4.63 0.0306
H 0.68 3.54 -5.13 -0.0019
H -1.59 4.76 -5.20 -0.0038
H -0.55 5.61 -4.15 -0.0038
H -3.74 5.33 -2.36 0.0134
H -3.75 5.33 -4.03 0.0076
H -2.66 6.42 -3.09 -0.0002
C 4.51 0.24 -3.01 0.0000
C 3.25 -0.63 -2.77 0.0008
C 3.29 -1.41 -1.47 -0.0018
O 2.35 -2.47 -1.44 0.0009
C 2.50 -3.27 -0.23 0.0002
N 2.09 0.26 -2.94 -0.0060
H 4.65 0.65 -4.01 0.0000
H 5.37 -0.33 -2.66 0.0000
H 4.43 1.10 -2.35 -0.0001
H 3.22 -1.40 -3.54 0.0000
H 3.14 -0.74 -0.62 0.0009
H 4.34 -1.71 -1.39 -0.0003
H 3.45 -3.77 -0.06 -0.0002
H 1.75 -4.05 -0.30 0.0001
H 2.37 -2.61 0.63 0.0002
H 2.15 0.94 -2.19 -0.0020
H 1.28 -0.17 -2.53 0.0008
```

---

- The highest total charge belongs to which entry?
  C26H60Ca3F6N5O13S2

---

- Look up the total charge of the fourth one.
  0

---

- Which of these has the lowest total charge?
  C55H45N7O6SY